Entry from OMol25: a cluster of 3 separate species, C36H54F6N2O10S in total at a distorted geometry (wB97M-V/def2-TZVPD).

Structure (XYZ):
```
109
Properties=species:S:1:pos:R:3:lowdin_charge:R:1
C -1.864 5.701 0.017 -0.183
C -2.340 4.946 1.415 -0.510
S -3.878 3.875 1.203 0.785
C -3.442 2.055 1.595 -0.382
C -3.260 1.247 0.179 -0.296
C -4.397 1.400 -0.991 -0.135
C -5.935 1.578 -0.458 -0.171
C -6.976 0.395 -0.917 -0.229
O -7.744 -0.198 0.207 -0.150
C -1.773 1.830 -0.321 -0.211
O -1.502 2.759 -1.240 -0.031
N -0.786 0.980 0.507 0.109
C -1.219 -0.484 0.736 -0.305
C -0.457 -1.560 -0.271 -0.123
C 1.179 -1.476 -0.229 -0.162
C 1.925 -2.949 -0.467 -0.197
O 1.466 -3.840 0.616 -0.271
C 1.198 -5.204 0.134 -0.121
C -0.928 -1.133 2.212 -0.124
C -1.305 -0.176 3.486 -0.097
C -0.230 1.030 3.793 -0.254
O -0.742 2.123 4.424 -0.068
N 1.253 1.011 3.500 0.049
C 1.657 1.969 2.403 -0.144
C 1.167 3.545 2.263 -0.014
C 1.603 4.541 1.019 -0.055
C 2.579 3.994 -0.186 -0.056
C 3.131 2.454 -0.071 -0.060
C 2.691 1.452 1.194 -0.039
C -2.805 -0.356 0.221 -0.146
C -3.888 -1.478 0.712 -0.078
C -3.909 -2.710 -0.419 -0.166
O -4.513 -2.313 -1.700 -0.123
C -3.554 -2.531 -2.833 -0.217
O -3.275 -3.801 -3.231 -0.023
C -2.748 -1.338 -3.617 -0.163
C -3.135 -1.158 -5.199 -0.126
H -1.868 6.869 0.093 0.072
H -0.770 5.338 -0.296 0.057
H -2.583 5.280 -0.836 0.071
H -1.495 4.239 1.810 0.045
H -2.478 5.788 2.249 0.089
H -4.375 1.654 2.203 0.091
H -2.476 2.102 2.263 0.076
H -4.103 2.364 -1.629 0.128
H -4.411 0.510 -1.775 0.105
H -6.347 2.584 -0.950 0.125
H -6.057 1.716 0.696 0.099
H -7.799 0.887 -1.629 0.132
H -6.446 -0.464 -1.513 0.107
H -7.296 -0.033 1.088 0.085
H 0.123 1.113 0.011 0.104
H -0.773 -1.443 -1.404 0.114
H -0.785 -2.630 0.082 0.114
H 1.586 -1.084 0.796 0.074
H 1.551 -0.710 -1.066 0.129
H 3.081 -2.743 -0.249 0.134
H 1.780 -3.373 -1.548 0.128
H 2.133 -5.918 0.206 0.095
H 0.354 -5.662 0.829 0.107
H 0.779 -5.230 -0.958 0.098
H 0.161 -1.526 2.383 0.112
H -1.635 -2.092 2.299 0.127
H -1.279 -0.883 4.448 0.138
H -2.407 0.245 3.446 0.120
H 1.553 0.038 3.272 0.106
H 0.461 4.025 3.087 0.089
H 1.173 5.640 1.014 0.089
H 2.870 4.674 -1.093 0.065
H 3.843 2.013 -0.920 0.084
H 3.158 0.378 1.164 0.070
H -2.719 -0.581 -0.934 0.105
H -3.749 -1.869 1.808 0.117
H -4.956 -0.983 0.646 0.114
H -2.819 -3.172 -0.531 0.129
H -4.594 -3.585 0.014 0.145
H -1.582 -1.585 -3.585 0.130
H -2.882 -0.294 -3.104 0.096
H -4.283 -1.292 -5.409 0.090
H -2.448 -1.792 -5.940 0.097
H -2.891 -0.021 -5.471 0.090
C 4.447 -7.340 5.029 -0.066
C 4.260 -8.831 4.810 -0.208
O 3.568 -9.088 3.578 0.010
C 4.309 -8.948 2.434 -0.324
O 5.495 -8.621 2.423 0.141
C 3.476 -9.278 1.199 -0.472
F 2.269 -8.643 1.192 0.133
F 3.205 -10.612 1.105 0.145
F 4.092 -8.932 0.033 0.140
H 3.483 -6.823 4.986 0.084
H 4.914 -7.145 5.997 0.083
H 5.077 -6.897 4.250 0.076
H 3.639 -9.239 5.615 0.127
H 5.215 -9.370 4.837 0.128
C 5.759 8.655 -3.018 -0.065
C 5.242 8.113 -4.339 -0.207
O 5.495 6.703 -4.452 0.014
C 4.674 5.886 -3.720 -0.319
O 3.766 6.296 -2.999 0.131
C 5.020 4.417 -3.949 -0.467
F 6.354 4.165 -3.823 0.144
F 4.669 3.995 -5.197 0.146
F 4.393 3.580 -3.075 0.126
H 6.822 8.420 -2.898 0.085
H 5.624 9.737 -2.963 0.083
H 5.238 8.201 -2.168 0.076
H 5.775 8.599 -5.163 0.127
H 4.175 8.325 -4.477 0.128
```

Output
Spin multiplicity = 1
Molar mass = 820.89 Da
HOMO-LUMO gap = 8.26 eV
E_HOMO = -8.202 eV
Calculated total energy = -3262.7246 hartree

***

Entry from OMol25: a structure of composition C9H12FIrO4S5Sb (wB97M-V/def2-TZVPD).

Structure (XYZ):
```
33
Properties=species:S:1:pos:R:3:nbo_charge:R:1
Ir -0.279 -0.542 2.011 0.853
S -0.350 -2.814 7.263 -0.930
Sb -0.299 -0.970 5.901 0.487
S 0.050 -2.104 3.628 -0.637
S -0.559 1.565 2.884 -0.276
F 0.463 -1.693 -4.604 -0.351
C -0.046 -1.699 -3.342 0.342
C 0.498 -2.546 -2.402 -0.290
C -0.030 -2.542 -1.112 -0.262
C -1.089 -1.702 -0.742 -0.029
C -1.593 -1.669 0.652 -0.790
C -1.605 -0.873 -1.740 -0.199
C -1.094 -0.861 -3.034 -0.279
H 1.319 -3.199 -2.674 0.217
H 0.393 -3.203 -0.361 0.221
H -1.569 -2.649 1.122 0.219
H -2.591 -1.242 0.729 0.205
H -2.419 -0.200 -1.487 0.216
H -1.496 -0.201 -3.793 0.220
C 0.713 1.362 -1.009 -0.664
C 1.853 0.903 -0.131 -0.077
O 1.630 -0.413 0.448 -0.745
H 0.824 2.426 -1.229 0.262
H -0.243 1.242 -0.498 0.222
H 0.680 0.790 -1.944 0.186
H 2.009 1.575 0.709 0.233
H 2.777 0.853 -0.715 0.149
H 1.404 -1.011 -0.277 0.485
O 0.125 4.527 -0.342 -1.010
S 0.316 4.436 1.099 2.293
O -0.033 5.638 1.832 -0.992
O 1.537 3.776 1.510 -1.002
S -1.295 3.041 1.647 -0.274
```

Output
Spin multiplicity = 6
Molar mass = 677.50 Da
HOMO-LUMO gap (spin up / spin down) = 5.12 / 5.99 eV
Charge = -2
Relative energy (zero: lowest compared OMol25 entry of this formula, charge and spin) = 0.8516 eV
E_HOMO (spin up / spin down) = -0.735 / -2.228 eV
Calculated total energy = -3086.5257 hartree

***

Entry from OMol25: an isolated molecule of C2H2Cl2 at a distorted geometry (wB97M-V/def2-TZVPD).

Structure (XYZ):
```
6
Properties=species:S:1:pos:R:3:nbo_charge:R:1
C -1.235 -0.160 1.225 -0.435
C -0.277 -0.060 0.325 -0.080
Cl 0.451 -1.398 -0.581 0.016
Cl 0.260 1.494 -0.167 0.040
H -1.399 0.792 1.818 0.231
H -1.613 -1.093 1.597 0.229
```

Output
Spin multiplicity = 1
Molar mass = 96.94 Da
HOMO-LUMO gap = 10.72 eV
Relative energy (zero: lowest compared OMol25 entry of this formula, charge and spin) = 0.2129 eV
E_HOMO = -9.899 eV
Calculated total energy = -997.7579 hartree

***

Entry from OMol25: a cluster of 3 separate species, C30H56FN4O4 in total at a distorted geometry (wB97M-V/def2-TZVPD).

Structure (XYZ):
```
95
Properties=species:S:1:pos:R:3:lowdin_charge:R:1
C -1.569 -3.859 3.773 -0.010
C -1.261 -3.746 2.252 -0.432
C -0.761 -5.157 1.858 -0.050
C -2.529 -3.517 1.399 -0.059
C -2.999 -2.054 1.276 -0.395
C -3.637 -1.668 2.635 -0.113
C -4.620 -0.518 2.555 -0.190
F -4.057 0.625 2.002 -0.053
N -4.100 -1.923 0.278 0.187
C -3.819 -2.251 -0.864 -0.310
O -3.612 -2.658 -1.933 0.191
C -1.810 -1.151 0.951 -0.059
C -0.532 -1.373 1.780 -0.423
C 0.594 -0.709 0.961 -0.043
C -0.557 -0.572 3.113 -0.004
N -0.155 -2.800 1.958 -0.098
O 0.700 -3.236 1.110 -0.019
H -2.629 -3.752 3.972 0.069
H -1.317 -4.859 4.115 0.075
H -0.974 -3.178 4.372 0.070
H -1.526 -5.846 2.221 0.088
H -0.743 -5.288 0.782 0.077
H 0.189 -5.392 2.321 0.091
H -3.333 -4.078 1.874 0.126
H -2.367 -3.998 0.433 0.123
H -4.237 -2.523 2.949 0.120
H -2.892 -1.515 3.408 0.104
H -5.537 -0.806 2.052 0.111
H -4.900 -0.266 3.582 0.119
H -1.531 -1.169 -0.104 0.130
H -2.130 -0.135 1.151 0.089
H 0.570 -0.998 -0.083 0.067
H 0.409 0.367 0.990 0.091
H 1.563 -0.873 1.421 0.091
H -1.371 0.145 3.123 0.082
H 0.348 0.024 3.182 0.080
H -0.566 -1.209 3.993 0.065
C 3.650 -4.250 -2.251 -0.017
C 3.089 -2.889 -2.749 -0.475
C 3.645 -2.549 -4.136 -0.143
C 5.100 -2.092 -4.123 -0.175
C 5.282 -0.935 -3.142 -0.137
C 4.780 -1.269 -1.737 -0.495
N 3.387 -1.811 -1.761 -0.072
O 2.558 -0.832 -1.935 -0.026
C 5.758 -2.268 -1.086 -0.044
C 4.849 -0.023 -0.858 -0.042
C 1.583 -3.103 -2.887 -0.046
H 2.845 -4.949 -2.024 0.078
H 4.295 -4.725 -2.993 0.085
H 4.211 -4.166 -1.325 0.060
H 3.039 -1.754 -4.583 0.124
H 3.535 -3.417 -4.789 0.122
H 5.761 -2.925 -3.867 0.103
H 5.391 -1.768 -5.125 0.112
H 6.337 -0.656 -3.092 0.124
H 4.749 -0.059 -3.527 0.125
H 5.373 -2.621 -0.128 0.092
H 6.714 -1.780 -0.896 0.085
H 5.977 -3.132 -1.711 0.065
H 4.290 0.811 -1.279 0.080
H 5.886 0.298 -0.759 0.085
H 4.461 -0.228 0.141 0.089
H 1.125 -3.298 -1.914 0.083
H 1.402 -3.966 -3.527 0.090
H 1.080 -2.249 -3.339 0.079
C -2.349 3.889 -1.762 -0.017
C -2.317 3.793 -0.210 -0.469
C -3.502 4.546 0.403 -0.139
C -3.354 6.064 0.363 -0.174
C -2.028 6.484 0.996 -0.136
C -0.825 5.782 0.364 -0.496
N -1.014 4.300 0.314 -0.078
O -0.806 3.808 1.495 -0.019
C -0.595 6.366 -1.044 -0.045
C 0.439 6.131 1.145 -0.045
C -2.495 2.311 0.105 -0.061
H -2.372 2.899 -2.217 0.078
H -3.223 4.434 -2.121 0.086
H -1.465 4.364 -2.178 0.060
H -3.623 4.239 1.447 0.126
H -4.419 4.249 -0.109 0.124
H -3.425 6.430 -0.665 0.103
H -4.180 6.526 0.909 0.112
H -1.903 7.565 0.906 0.124
H -2.064 6.266 2.068 0.125
H 0.181 5.811 -1.573 0.091
H -0.263 7.401 -0.966 0.085
H -1.492 6.380 -1.661 0.065
H 0.356 5.879 2.200 0.079
H 0.626 7.203 1.081 0.085
H 1.307 5.612 0.735 0.092
H -1.648 1.730 -0.266 0.090
H -3.398 1.938 -0.379 0.096
H -2.601 2.124 1.168 0.058
```

Output
Spin multiplicity = 4
Molar mass = 555.80 Da
HOMO-LUMO gap (spin up / spin down) = 8.92 / 9.61 eV
E_HOMO (spin up / spin down) = -8.226 / -9.194 eV
Calculated total energy = -1796.3272 hartree

***

The lowest calculated total energy belongs to which entry? C36H54F6N2O10S

***

What did the third record say?
Entry from OMol25: an isolated molecule of C2H2Cl2 at a distorted geometry (wB97M-V/def2-TZVPD).

Structure (XYZ):
```
6
Properties=species:S:1:pos:R:3:nbo_charge:R:1
C -1.235 -0.160 1.225 -0.435
C -0.277 -0.060 0.325 -0.080
Cl 0.451 -1.398 -0.581 0.016
Cl 0.260 1.494 -0.167 0.040
H -1.399 0.792 1.818 0.231
H -1.613 -1.093 1.597 0.229
```

Output
Spin multiplicity = 1
Molar mass = 96.94 Da
HOMO-LUMO gap = 10.72 eV
Relative energy (zero: lowest compared OMol25 entry of this formula, charge and spin) = 0.2129 eV
E_HOMO = -9.899 eV
Calculated total energy = -997.7579 hartree

***

Among the records above, which one has the lowest calculated total energy? C36H54F6N2O10S

***

Which of these has the lowest calculated total energy? C36H54F6N2O10S